# 1
Density functional theory data (ωB97M-V/def2-TZVPD) for a single C10H12P2 molecule in a non-equilibrium geometry.

Element x y z (Å)
C  -3.897898  -1.487381  0.213680
C  -4.278035  -0.570676  -0.725583
C  -2.835409  -1.216358  1.038060
C  -3.576613  0.640934  -0.858614
C  -2.140424  -0.109766  0.914067
C  -2.502444  0.941265  -0.034568
C  1.354923  3.230084  0.215295
C  2.634573  0.413195  -0.238599
C  1.344259  0.407979  -0.204850
C  3.389953  -0.842026  -0.653276
P  0.434085  1.871395  0.437942
P  -1.625870  2.431166  -0.122970
H  -4.395739  -2.506469  0.207172
H  -5.128402  -0.821149  -1.384816
H  -2.369647  -1.939891  1.722578
H  -3.847414  1.482935  -1.602437
H  -1.166103  -0.004004  1.497676
H  2.446763  3.059045  0.034168
H  1.336113  4.252779  0.742653
H  2.988434  1.449116  -0.266259
H  0.785128  -0.557050  -0.409940
H  4.011361  -1.096825  0.176268
H  2.689336  -1.689708  -0.509366
H  4.005084  -0.984085  -1.481846

Forces on atoms 1 to 6 (eV/Å):
C -1.56 -2.17 -0.56
C -0.61 0.48 -0.90
C 0.47 -2.89 1.13
C -0.57 1.91 -0.91
C 2.75 4.01 -0.54
C 0.04 -3.30 1.67

Computed properties:
HOMO-LUMO gap (alpha / beta) in eV: 6.42 / 5.74
Net charge: 0
SMILES: C=P(/C=C/C)=P/c1ccccc1
DFT total energy in Ha: -1070.7772
Relative energy (zero: lowest compared OMol25 entry of this formula, charge and spin) in kcal/mol: 66.52
E_LUMO (alpha / beta) in eV: -0.64 / -1.08
HOMO (alpha / beta) in eV: -7.1 / -6.8

Results of the Mulliken charge analysis, in e, for atoms 1 through 2: -0.323 -0.440

# 2
Density functional theory data (ωB97M-V/def2-TZVPD) for a molecular structure, C10H13AuNO5 in a non-equilibrium geometry.

Element x y z (Å)
Au  0.929584  -0.167589  -0.054149
O  2.002732  0.449269  -4.159870
C  1.308169  0.491009  -3.045135
O  1.634090  -0.145332  -2.059293
C  0.136397  1.438147  -3.169788
O  -0.783302  1.254148  -2.113932
C  -1.911950  0.576779  -2.419966
C  -1.496413  -1.321414  -2.597641
O  -1.904964  -1.554760  -3.692650
O  -0.953084  -1.669401  -1.598771
H  2.770046  -0.138648  -4.041084
H  -0.329128  1.313586  -4.148698
H  0.541270  2.450423  -3.103032
H  -2.356745  0.801590  -3.383861
H  -2.582736  0.525283  -1.569931
C  0.195115  -2.708856  1.960925
C  0.173007  -1.375488  2.596329
C  -0.114983  -1.040972  3.962555
C  -0.043037  0.312870  4.059681
C  0.289579  0.807318  2.753391
C  0.470794  2.208239  2.322706
N  0.411072  -0.237239  1.899724
H  0.040672  -3.497696  2.692217
H  1.148562  -2.871991  1.453445
H  -0.587227  -2.769443  1.199092
H  -0.337303  -1.757231  4.736121
H  -0.196018  0.929163  4.930298
H  0.425986  2.890743  3.167254
H  -0.310819  2.481236  1.608483
H  1.430644  2.326266  1.815569

Forces on atoms 1 to 6 (eV/Å):
Au 0.02 0.08 0.02
O -0.02 -0.12 0.19
C 0.04 0.09 -0.32
O 0.02 -0.01 0.20
C -0.06 0.05 0.11
O 0.09 -0.10 0.03

Computed properties:
HOMO-LUMO gap (alpha / beta) in eV: 9.50 / 7.82
Net charge: +1
Multiplicity: 3
⟨S²⟩: 2.0161
DFT total energy in Ha: -955.2018
Relative energy (zero: lowest compared OMol25 entry of this formula, charge and spin) in kcal/mol: 9.29
E_LUMO (alpha / beta) in eV: -2.68 / -5.15
HOMO (alpha / beta) in eV: -12.2 / -13.0

Results of the Mulliken charge analysis, in e, for atoms 1 through 2: 0.243 -0.443

# 3
Density functional theory data (ωB97M-V/def2-TZVPD) for a molecular structure, C10H13BiNO2 in a non-equilibrium geometry.

Element x y z (Å)
C  -1.313759  0.190226  -2.319632
C  -0.779189  1.529130  -2.273751
C  -1.273323  2.174617  -1.063553
C  -2.105404  1.180308  -0.348946
C  -2.163277  -0.003821  -1.188690
Bi  0.406690  0.192450  0.476631
C  2.990326  -0.695533  -1.162795
C  2.304750  -1.799756  -1.290682
C  1.810366  -2.821447  -2.010391
N  -0.470503  -1.699059  0.705704
H  -1.138380  3.177220  -0.762985
H  -0.209398  1.989713  -3.053611
H  -2.583606  1.307611  0.600386
H  -2.642213  -0.935380  -0.905857
H  -1.110556  -0.551235  -3.066457
H  2.961848  0.028084  -1.890670
H  -0.727589  -2.390471  -0.311905
H  3.289938  -0.251884  -0.121296
H  2.349239  -3.132724  -3.206451
H  1.025662  -3.454001  -1.598405
C  -0.253023  0.622893  4.808598
C  -0.048778  0.519516  3.374373
O  1.146062  1.019894  2.905829
O  -1.027520  -0.007386  2.525628
H  0.342241  1.524872  5.113203
H  0.109506  -0.278756  5.357799
H  -1.330606  0.729158  5.056099

Forces on atoms 1 to 6 (eV/Å):
C -0.69 1.25 1.44
C -1.30 -0.29 1.97
C -0.51 -3.29 -0.93
C 1.28 -0.02 -2.47
C 0.84 1.36 0.03
Bi -2.74 -2.31 0.49

Computed properties:
HOMO-LUMO gap (alpha / beta) in eV: 5.84 / 5.84
Net charge: -1
DFT total energy in Ha: -808.4292
Relative energy (zero: lowest compared OMol25 entry of this formula, charge and spin) in kcal/mol: 8.25
E_LUMO (alpha / beta) in eV: 2.52 / 2.52
HOMO (alpha / beta) in eV: -3.3 / -3.3

Results of the Mulliken charge analysis, in e, for atoms 1 through 2: -0.509 -0.577

# 4
Density functional theory data (ωB97M-V/def2-TZVPD) for a single C10H13BrN2O molecule in a non-equilibrium geometry.

Element x y z (Å)
C  1.814921  -1.217432  0.294207
C  -0.672259  -2.718199  1.495800
C  -0.285844  -2.279517  0.323175
C  -0.397807  -0.432842  2.344336
C  -0.464150  -1.897915  2.741939
C  0.362664  -0.919315  0.263748
C  1.177710  1.814293  -0.578188
C  0.135164  1.191244  -2.918056
C  -1.279866  1.613580  -0.915087
C  0.055942  1.050554  -1.388409
N  2.906215  -1.383778  0.125855
N  -0.004774  0.060827  1.299794
O  0.077320  -0.411674  -1.138988
Br  -0.851516  0.883685  3.607301
H  -1.152951  -3.745202  1.674338
H  -0.599028  -2.918397  -0.628659
H  -1.221529  -2.045987  3.530794
H  0.674078  -2.056767  3.063883
H  0.848269  2.173564  0.452770
H  2.031581  1.084851  -0.282766
H  1.433963  2.789576  -1.025996
H  -0.002162  0.264620  -3.369654
H  0.945900  1.866981  -3.275471
H  -0.739040  1.820232  -3.257207
H  -1.147996  2.662652  -0.466677
H  -1.990729  1.711392  -1.795422
H  -1.654075  1.038973  -0.177362

Forces on atoms 1 to 6 (eV/Å):
C -4.03 1.46 0.26
C -1.08 -1.95 1.59
C -1.80 -1.27 -2.06
C -0.77 -0.79 2.23
C 2.17 0.70 -0.02
C -0.11 0.57 -2.88

Computed properties:
HOMO-LUMO gap in eV: 10.69
Net charge: 0
SMILES: CC(C)(C)O[C@]1(C#N)C=CCC(Br)=N1
DFT total energy in Ha: -3147.4873
Relative energy (zero: lowest compared OMol25 entry of this formula, charge and spin) in kcal/mol: 36.08
E_LUMO in eV: 0.53
HOMO in eV: -10.2

Results of the Mulliken charge analysis, in e, for atoms 1 through 2: 0.080 -0.408

# 5
Density functional theory data (ωB97M-V/def2-TZVPD) for a single C10H13BrO2 molecule in a non-equilibrium geometry.

Element x y z (Å)
C  0.526054  1.357990  -0.695024
C  0.039606  1.286192  0.514146
C  0.372489  0.569907  -3.169683
C  -0.397045  -0.063048  1.030504
C  1.668258  -0.711023  -1.199348
C  -0.612955  -0.768275  -1.377816
C  0.545336  0.218532  -1.659297
C  -0.257734  -1.191426  0.020627
C  0.133205  2.464678  1.512756
C  -0.981737  -2.414253  0.479103
O  0.005203  -0.191013  -4.004825
O  1.109062  -1.517503  -0.156804
Br  -2.300798  0.088824  -1.287239
H  0.964474  2.348720  -1.037350
H  0.278204  1.555421  -3.389164
H  0.099362  -0.344639  2.061434
H  -1.552429  0.070753  1.117441
H  2.279545  -1.260847  -2.081343
H  2.526170  -0.227062  -0.659237
H  -0.721994  -1.416096  -2.257659
H  -0.191755  3.282780  0.746711
H  1.016965  2.722293  2.075574
H  -0.637589  2.284592  2.197679
H  -0.971885  -2.410025  1.469042
H  -0.412903  -3.252573  0.109806
H  -1.971113  -2.437013  0.132676

Forces on atoms 1 to 6 (eV/Å):
C 0.66 2.40 -2.01
C 2.04 -0.78 2.45
C -0.41 -1.74 2.30
C -1.98 0.62 1.25
C 3.46 -0.55 -0.66
C -0.20 1.53 -0.22

Computed properties:
HOMO-LUMO gap in eV: 9.72
Net charge: 0
SMILES: CC1=C[C@@]2(C=O)CO[C@@](C)(C1)[C@H]2Br
DFT total energy in Ha: -3113.2359
Relative energy (zero: lowest compared OMol25 entry of this formula, charge and spin) in kcal/mol: 36.91
E_LUMO in eV: 0.53
HOMO in eV: -9.2

Results of the Mulliken charge analysis, in e, for atoms 1 through 2: -0.854 0.785